(1)
C13H22N7O3Pd | ωB97M-V with the def2-TZVPD basis set

Cartesian coordinates (Å):
Pd (-0.328, -0.033, 0.067)
C (4.461, -1.059, 2.443)
N (3.722, -0.751, 1.223)
C (4.360, -0.626, 0.026)
C (3.708, -0.371, -1.118)
C (2.272, -0.203, -1.089)
O (1.605, 0.055, -2.078)
N (1.666, -0.338, 0.171)
C (2.348, -0.620, 1.310)
O (1.777, -0.776, 2.390)
H (5.490, -0.731, 2.319)
H (4.444, -2.129, 2.649)
H (4.007, -0.535, 3.277)
H (5.434, -0.748, 0.065)
H (4.228, -0.273, -2.057)
N (0.503, 2.953, 0.209)
C (0.153, 1.857, 0.203)
H (0.782, 3.913, 0.242)
N (0.423, -3.027, 1.725)
C (-0.143, -3.057, 0.513)
N (-0.192, -4.220, -0.157)
O (-0.702, -2.053, -0.001)
H (0.931, -3.832, 2.052)
H (0.713, -2.127, 2.118)
H (0.188, -5.073, 0.209)
H (-0.661, -4.234, -1.046)
C (-3.064, -0.805, -0.850)
C (-4.590, -0.556, -0.916)
N (-4.941, 0.668, -0.207)
C (-4.511, 0.553, 1.180)
C (-2.976, 0.371, 1.261)
N (-2.398, 0.302, -0.104)
C (-2.723, 1.566, -0.820)
C (-4.255, 1.790, -0.831)
H (-2.611, -0.833, -1.842)
H (-2.823, -1.735, -0.344)
H (-5.132, -1.387, -0.463)
H (-4.924, -0.470, -1.951)
H (-5.025, -0.297, 1.629)
H (-4.820, 1.449, 1.720)
H (-2.695, -0.548, 1.777)
H (-2.494, 1.207, 1.772)
H (-2.309, 1.479, -1.825)
H (-2.216, 2.388, -0.312)
H (-4.620, 1.903, -1.852)
H (-4.513, 2.700, -0.287)

Calculated values
ΔE to the lowest compared entry with this formula, charge and spin: 19.9 kJ/mol
gap between HOMO and LUMO: 8.46 eV
molecular weight: 430.78 Da
HOMO level: -11.38 eV
charge: +1
strongest force on any atom: 0.0150 Eh/bohr
LUMO energy: -2.93 eV

Charges computed using Löwdin, reported in e: atom 1 (Pd): 1.032, atom 2 (C): -0.001, atom 3 (N): -0.051, atom 4 (C): -0.046, atom 5 (C): 0.018, atom 6 (C): -0.517, atom 7 (O): 0.016, atom 8 (N): 0.010, atom 9 (C): -0.523, atom 10 (O): -0.008, atom 11 (H): 0.094, atom 12 (H): 0.100, atom 13 (H): 0.094, atom 14 (H): 0.134, atom 15 (H): 0.119, atom 16 (N): 0.242, atom 17 (C): -0.102, atom 18 (H): 0.125, atom 19 (N): 0.210, atom 20 (C): -0.590, atom 21 (N): 0.200, atom 22 (O): -0.132, atom 23 (H): 0.122, atom 24 (H): 0.062, atom 25 (H): 0.119, atom 26 (H): 0.124, atom 27 (C): -0.138, atom 28 (C): -0.137, atom 29 (N): -0.157, atom 30 (C): -0.140, atom 31 (C): -0.137, atom 32 (N): -0.281, atom 33 (C): -0.148, atom 34 (C): -0.140, atom 35 (H): 0.127, atom 36 (H): 0.100, atom 37 (H): 0.124, atom 38 (H): 0.125, atom 39 (H): 0.125, atom 40 (H): 0.124, atom 41 (H): 0.120, atom 42 (H): 0.116, atom 43 (H): 0.127, atom 44 (H): 0.090, atom 45 (H): 0.125, atom 46 (H): 0.125

(2)
C13H23Br6INO7S2 | ωB97M-V with the def2-TZVPD basis set

Cartesian coordinates (Å):
O (4.780, -0.900, 2.635)
C (4.267, -0.075, 3.326)
O (4.445, 1.245, 3.146)
C (3.363, 2.099, 3.560)
C (2.838, 2.938, 2.396)
C (2.877, 2.261, 1.012)
C (1.492, 2.161, 0.356)
S (0.660, 0.712, 0.992)
O (0.961, 0.687, 2.414)
O (1.165, -0.391, 0.211)
N (-0.874, 0.977, 0.681)
S (-1.939, 1.176, 1.829)
O (-2.005, 0.139, 2.823)
O (-3.180, 1.535, 1.172)
C (-1.465, 2.710, 2.697)
C (-1.590, 2.750, 4.198)
O (-2.261, 3.547, 4.764)
I (-0.419, 1.406, 5.394)
H (3.651, -0.336, 4.203)
H (2.554, 1.510, 3.994)
H (3.764, 2.749, 4.342)
H (1.793, 3.154, 2.638)
H (3.354, 3.900, 2.365)
H (3.313, 1.262, 1.058)
H (3.517, 2.829, 0.333)
H (0.894, 3.058, 0.511)
H (1.614, 1.996, -0.716)
H (-2.141, 3.470, 2.307)
H (-0.445, 2.982, 2.420)
Br (-0.276, -5.126, -2.048)
C (0.291, -4.568, -0.266)
C (1.175, -3.353, -0.291)
Br (2.959, -3.788, -0.938)
H (0.791, -5.429, 0.166)
H (-0.623, -4.357, 0.286)
H (1.309, -2.958, 0.712)
H (0.802, -2.558, -0.926)
Br (-2.015, -3.092, -6.589)
C (-3.170, -4.613, -6.234)
C (-2.755, -5.358, -4.992)
Br (-1.169, -6.443, -5.277)
H (-3.150, -5.239, -7.120)
H (-4.166, -4.198, -6.099)
H (-3.535, -6.054, -4.690)
H (-2.526, -4.689, -4.168)
Br (-1.369, 0.686, -3.218)
C (-2.587, 1.768, -2.159)
C (-2.460, 3.232, -2.472)
Br (-0.863, 4.022, -1.684)
H (-2.380, 1.537, -1.123)
H (-3.586, 1.422, -2.418)
H (-3.294, 3.783, -2.043)
H (-2.404, 3.423, -3.539)

Calculated values
gap between HOMO and LUMO: 8.95 eV
molecular weight: 975.79 Da
HOMO level: -6.83 eV
charge: -1
strongest force on any atom: 0.0119 Eh/bohr
LUMO energy: 2.12 eV

Charges computed using Löwdin, reported in e: atom 1 (O): 0.092, atom 2 (C): -0.363, atom 3 (O): -0.037, atom 4 (C): -0.187, atom 5 (C): -0.157, atom 6 (C): -0.199, atom 7 (C): -0.268, atom 8 (S): 0.505, atom 9 (O): -0.384, atom 10 (O): -0.317, atom 11 (N): -0.330, atom 12 (S): 0.481, atom 13 (O): -0.364, atom 14 (O): -0.346, atom 15 (C): -0.226, atom 16 (C): -0.840, atom 17 (O): 0.002, atom 18 (I): 0.891, atom 19 (H): 0.150, atom 20 (H): 0.060, atom 21 (H): 0.121, atom 22 (H): 0.091, atom 23 (H): 0.109, atom 24 (H): 0.105, atom 25 (H): 0.112, atom 26 (H): 0.052, atom 27 (H): 0.093, atom 28 (H): 0.104, atom 29 (H): 0.071, atom 30 (Br): 0.593, atom 31 (C): -0.683, atom 32 (C): -0.705, atom 33 (Br): 0.597, atom 34 (H): 0.043, atom 35 (H): 0.060, atom 36 (H): 0.056, atom 37 (H): 0.039, atom 38 (Br): 0.609, atom 39 (C): -0.708, atom 40 (C): -0.706, atom 41 (Br): 0.579, atom 42 (H): 0.045, atom 43 (H): 0.055, atom 44 (H): 0.058, atom 45 (H): 0.022, atom 46 (Br): 0.607, atom 47 (C): -0.694, atom 48 (C): -0.679, atom 49 (Br): 0.635, atom 50 (H): -0.005, atom 51 (H): 0.061, atom 52 (H): 0.056, atom 53 (H): 0.042

(3)
C13H23BrN6Ni | ωB97M-V with the def2-TZVPD basis set

Cartesian coordinates (Å):
Ni (-0.324, -0.535, 0.191)
N (-2.036, 0.629, 0.859)
C (-3.119, -0.282, 1.338)
C (-2.978, -1.633, 0.647)
N (-1.581, -2.051, 0.860)
C (-1.158, -3.383, 0.407)
C (0.332, -3.480, 0.692)
N (1.012, -2.296, 0.107)
H (-1.922, 1.401, 1.508)
H (-2.355, 1.060, -0.006)
H (-4.104, 0.146, 1.162)
H (-3.004, -0.411, 2.415)
H (-3.162, -1.551, -0.426)
H (-3.688, -2.353, 1.060)
H (-1.428, -2.009, 1.870)
H (-1.341, -3.450, -0.665)
H (-1.719, -4.181, 0.895)
H (0.736, -4.417, 0.311)
H (0.503, -3.467, 1.770)
H (1.240, -2.480, -0.866)
H (1.898, -2.132, 0.575)
C (3.313, 2.920, 2.599)
N (2.738, 1.960, 1.660)
C (3.388, 1.422, 0.580)
C (2.508, 0.569, -0.010)
N (1.327, 0.580, 0.698)
C (1.507, 1.434, 1.695)
H (3.566, 3.842, 2.081)
H (4.209, 2.501, 3.051)
H (2.591, 3.137, 3.382)
H (4.401, 1.684, 0.328)
H (2.643, -0.028, -0.897)
H (0.788, 1.678, 2.460)
Br (-0.660, -1.866, -2.966)
C (-0.525, 0.004, -2.849)
C (-0.519, 0.754, -4.012)
C (-0.427, 2.129, -3.899)
C (-0.339, 2.700, -2.636)
C (-0.344, 1.870, -1.537)
N (-0.443, 0.532, -1.629)
H (-0.588, 0.266, -4.973)
H (-0.422, 2.746, -4.787)
H (-0.263, 3.770, -2.507)
H (-0.255, 2.268, -0.535)

Calculated values
ΔE to the lowest compared entry with this formula, charge and spin: 33.8 kJ/mol
gap between HOMO and LUMO (alpha / beta): 9.84 / 9.13 eV
molecular weight: 401.97 Da
HOMO level (alpha / beta): -15.46 / -15.46 eV
charge: +2
2S+1: 3
strongest force on any atom: 0.0105 Eh/bohr
LUMO energy (alpha / beta): -5.63 / -6.34 eV

Charges computed using Löwdin, reported in e: atom 1 (Ni): 0.663, atom 2 (N): 0.003, atom 3 (C): -0.183, atom 4 (C): -0.171, atom 5 (N): -0.142, atom 6 (C): -0.191, atom 7 (C): -0.191, atom 8 (N): -0.008, atom 9 (H): 0.106, atom 10 (H): 0.091, atom 11 (H): 0.132, atom 12 (H): 0.128, atom 13 (H): 0.126, atom 14 (H): 0.139, atom 15 (H): 0.139, atom 16 (H): 0.078, atom 17 (H): 0.139, atom 18 (H): 0.132, atom 19 (H): 0.128, atom 20 (H): 0.063, atom 21 (H): 0.097, atom 22 (C): 0.023, atom 23 (N): -0.104, atom 24 (C): -0.019, atom 25 (C): -0.119, atom 26 (N): -0.048, atom 27 (C): -0.131, atom 28 (H): 0.106, atom 29 (H): 0.107, atom 30 (H): 0.100, atom 31 (H): 0.141, atom 32 (H): 0.114, atom 33 (H): 0.142, atom 34 (Br): 0.892, atom 35 (C): -0.704, atom 36 (C): -0.070, atom 37 (C): -0.004, atom 38 (C): -0.013, atom 39 (C): -0.128, atom 40 (N): -0.048, atom 41 (H): 0.120, atom 42 (H): 0.134, atom 43 (H): 0.126, atom 44 (H): 0.105

(4)
C13H23CeN4O2P2 | ωB97M-V with the def2-TZVPD basis set

Cartesian coordinates (Å):
Ce (0.926, 0.166, 1.663)
P (-2.794, -0.562, 0.136)
C (-2.158, 0.543, -1.187)
C (-0.723, 0.992, -1.467)
N (0.318, 0.866, -0.588)
C (1.541, 1.351, -0.951)
C (1.730, 2.115, -2.096)
C (0.686, 2.231, -3.001)
C (-0.528, 1.639, -2.676)
C (2.747, 1.100, -0.039)
P (3.178, -0.710, 0.325)
H (-1.378, 1.703, -3.355)
H (2.707, 2.577, -2.255)
H (0.816, 2.767, -3.940)
H (3.672, 1.433, -0.530)
H (2.694, 1.745, 0.886)
H (-2.496, 0.099, -2.072)
H (-2.760, 1.471, -1.087)
H (-2.437, -4.969, -3.891)
O (-1.621, -4.530, -3.763)
H (-1.375, -4.221, -4.655)
H (-3.264, -1.863, -0.161)
O (-1.489, -1.692, 0.305)
H (-1.110, -1.978, -0.544)
C (3.347, -1.438, -1.333)
H (4.400, -1.428, -1.645)
H (3.000, -2.479, -1.273)
H (2.731, -0.911, -2.071)
C (4.907, -0.574, 0.878)
H (5.037, -1.251, 1.733)
H (5.590, -0.873, 0.071)
H (5.136, 0.449, 1.203)
C (-2.597, 0.100, 1.808)
H (-3.539, 0.542, 2.163)
H (-2.323, -0.699, 2.517)
H (-1.857, 0.926, 1.859)
C (-4.649, -0.280, -0.087)
H (-5.196, -0.813, 0.701)
H (-4.878, 0.792, -0.022)
H (-4.980, -0.674, -1.056)
N (0.297, 1.036, 3.652)
C (-0.036, 1.330, 4.763)
N (-0.456, 1.793, 5.851)
C (-0.401, 1.271, 7.057)
N (-0.412, 0.907, 8.173)

Calculated values
ΔE to the lowest compared entry with this formula, charge and spin: 0.0 kJ/mol
gap between HOMO and LUMO (alpha / beta): 6.56 / 6.62 eV
molecular weight: 469.42 Da
HOMO level (alpha / beta): -14.18 / -14.19 eV
charge: +2
2S+1: 2
strongest force on any atom: 0.0955 Eh/bohr
LUMO energy (alpha / beta): -7.62 / -7.57 eV

Charges computed using Löwdin, reported in e: atom 1 (Ce): 1.430, atom 2 (P): 0.676, atom 3 (C): -0.178, atom 4 (C): -0.220, atom 5 (N): -0.025, atom 6 (C): -0.335, atom 7 (C): 0.017, atom 8 (C): 0.031, atom 9 (C): 0.017, atom 10 (C): -0.352, atom 11 (P): 0.816, atom 12 (H): 0.144, atom 13 (H): 0.141, atom 14 (H): 0.143, atom 15 (H): 0.122, atom 16 (H): 0.098, atom 17 (H): 0.088, atom 18 (H): 0.129, atom 19 (H): 0.012, atom 20 (O): -0.058, atom 21 (H): 0.047, atom 22 (H): 0.066, atom 23 (O): -0.350, atom 24 (H): 0.057, atom 25 (C): -0.206, atom 26 (H): 0.068, atom 27 (H): 0.068, atom 28 (H): 0.060, atom 29 (C): -0.219, atom 30 (H): 0.063, atom 31 (H): 0.067, atom 32 (H): 0.068, atom 33 (C): -0.173, atom 34 (H): 0.079, atom 35 (H): 0.074, atom 36 (H): 0.030, atom 37 (C): -0.243, atom 38 (H): 0.062, atom 39 (H): 0.040, atom 40 (H): 0.056, atom 41 (N): -0.139, atom 42 (C): -0.264, atom 43 (N): 0.148, atom 44 (C): -0.323, atom 45 (N): 0.165

(5)
C13H23ClIOP2Pd | ωB97M-V with the def2-TZVPD basis set

Cartesian coordinates (Å):
C (2.472, -0.001, 0.175)
I (-2.089, 0.225, -1.506)
H (3.017, -0.935, -0.024)
H (2.384, 0.212, 1.248)
H (2.887, 0.844, -0.388)
Pd (0.581, -0.340, -0.634)
P (1.095, 0.488, -2.849)
C (0.810, 2.269, -3.059)
C (2.829, 0.301, -3.358)
H (0.178, -1.324, -4.129)
H (0.606, 0.078, -5.180)
H (-0.895, 0.106, -4.179)
C (0.145, -0.235, -4.232)
H (3.114, -0.752, -3.266)
H (2.926, 0.633, -4.400)
H (1.094, 2.553, -4.080)
H (1.421, 2.820, -2.339)
H (3.462, 0.916, -2.710)
H (-0.249, 2.485, -2.890)
C (0.237, 1.461, 0.041)
O (0.260, 2.544, 0.424)
Cl (1.173, -2.441, -1.764)
C (0.985, -1.783, 2.674)
P (-0.184, -1.275, 1.392)
C (-1.147, -2.747, 0.948)
C (-1.393, -0.243, 2.288)
C (-0.910, 0.828, 3.057)
C (-1.818, 1.689, 3.685)
C (-3.196, 1.517, 3.496)
C (-3.667, 0.478, 2.689)
C (-2.770, -0.416, 2.106)
H (1.733, -2.466, 2.242)
H (0.420, -2.300, 3.464)
H (1.505, -0.920, 3.110)
H (-0.431, -3.450, 0.509)
H (-1.661, -3.170, 1.827)
H (-1.870, -2.476, 0.165)
H (0.166, 0.978, 3.179)
H (-1.443, 2.504, 4.310)
H (-3.897, 2.206, 3.973)
H (-4.734, 0.361, 2.505)
H (-3.147, -1.220, 1.478)

Calculated values
gap between HOMO and LUMO (alpha / beta): 6.35 / 4.97 eV
molecular weight: 526.05 Da
HOMO level (alpha / beta): -17.57 / -19.59 eV
charge: +3
2S+1: 5
strongest force on any atom: 0.1093 Eh/bohr
LUMO energy (alpha / beta): -11.21 / -14.61 eV

Charges computed using Löwdin, reported in e: atom 1 (C): -0.115, atom 2 (I): 0.807, atom 3 (H): 0.035, atom 4 (H): 0.022, atom 5 (H): 0.031, atom 6 (Pd): 0.213, atom 7 (P): 0.678, atom 8 (C): -0.226, atom 9 (C): -0.218, atom 10 (H): 0.030, atom 11 (H): 0.088, atom 12 (H): 0.016, atom 13 (C): -0.254, atom 14 (H): 0.052, atom 15 (H): 0.084, atom 16 (H): 0.090, atom 17 (H): 0.063, atom 18 (H): 0.063, atom 19 (H): 0.037, atom 20 (C): -0.357, atom 21 (O): 0.192, atom 22 (Cl): 0.324, atom 23 (C): -0.190, atom 24 (P): 0.833, atom 25 (C): -0.239, atom 26 (C): -0.299, atom 27 (C): -0.023, atom 28 (C): 0.045, atom 29 (C): 0.098, atom 30 (C): 0.057, atom 31 (C): -0.052, atom 32 (H): 0.087, atom 33 (H): 0.090, atom 34 (H): 0.062, atom 35 (H): 0.051, atom 36 (H): 0.092, atom 37 (H): 0.021, atom 38 (H): 0.131, atom 39 (H): 0.152, atom 40 (H): 0.164, atom 41 (H): 0.154, atom 42 (H): 0.109

(6)
C13H23ClNPTi | ωB97M-V with the def2-TZVPD basis set

Cartesian coordinates (Å):
C (0.499, 0.368, -3.762)
C (1.562, 0.302, -2.875)
C (1.359, -0.118, -1.543)
C (0.052, -0.359, -1.061)
C (-0.996, -0.371, -1.973)
C (-0.761, -0.030, -3.323)
C (2.559, -0.336, -0.636)
C (2.424, -0.252, 0.932)
N (1.592, 0.905, 1.448)
Ti (0.311, -1.024, 1.024)
C (-2.332, -0.846, -1.456)
P (-2.183, -0.853, 0.423)
H (2.579, 0.558, -3.177)
H (-1.607, -0.089, -4.023)
H (0.656, 0.711, -4.793)
H (-2.580, -1.885, -1.729)
H (-3.204, -0.245, -1.764)
H (3.077, -1.296, -0.831)
H (3.349, 0.407, -0.854)
H (2.265, -1.262, 1.641)
C (-3.591, -1.895, 1.027)
C (-2.452, 0.907, 0.849)
H (3.507, -0.094, 1.229)
C (1.096, 2.035, 0.604)
C (2.197, 1.420, 2.703)
H (-1.045, -1.583, 1.892)
H (1.557, 2.977, 0.948)
H (1.313, 1.990, -0.460)
H (0.006, 2.090, 0.756)
H (2.445, 2.501, 2.683)
H (1.476, 1.238, 3.515)
H (3.154, 0.910, 2.940)
H (-3.483, 1.250, 0.655)
H (-2.209, 1.046, 1.917)
H (-1.759, 1.522, 0.260)
H (-4.570, -1.619, 0.599)
H (-3.356, -2.954, 0.779)
H (-3.657, -1.813, 2.123)
H (-0.031, -0.975, 2.617)
Cl (0.779, -3.240, 0.695)

Calculated values
ΔE to the lowest compared entry with this formula, charge and spin: 75.9 kJ/mol
gap between HOMO and LUMO (alpha / beta): 6.70 / 8.43 eV
molecular weight: 307.63 Da
HOMO level (alpha / beta): -6.11 / -8.50 eV
charge: 0
2S+1: 3
strongest force on any atom: 0.0537 Eh/bohr
LUMO energy (alpha / beta): 0.60 / -0.08 eV

Charges computed using Löwdin, reported in e: atom 1 (C): -0.093, atom 2 (C): -0.060, atom 3 (C): -0.280, atom 4 (C): -0.185, atom 5 (C): -0.315, atom 6 (C): -0.053, atom 7 (C): -0.149, atom 8 (C): -0.286, atom 9 (N): -0.286, atom 10 (Ti): 0.089, atom 11 (C): -0.264, atom 12 (P): 0.834, atom 13 (H): 0.109, atom 14 (H): 0.109, atom 15 (H): 0.105, atom 16 (H): 0.095, atom 17 (H): 0.092, atom 18 (H): 0.128, atom 19 (H): 0.118, atom 20 (H): 0.114, atom 21 (C): -0.250, atom 22 (C): -0.248, atom 23 (H): 0.124, atom 24 (C): -0.053, atom 25 (C): -0.082, atom 26 (H): -0.031, atom 27 (H): 0.082, atom 28 (H): 0.083, atom 29 (H): 0.063, atom 30 (H): 0.084, atom 31 (H): 0.083, atom 32 (H): 0.086, atom 33 (H): 0.052, atom 34 (H): 0.050, atom 35 (H): 0.027, atom 36 (H): 0.045, atom 37 (H): 0.057, atom 38 (H): 0.043, atom 39 (H): -0.004, atom 40 (Cl): -0.033